1.
One molecule with the formula C22H26N2O4S at a distorted geometry, computed with ωB97M-V/def2-TZVPD.

For the HOMO energy, the calculation gives -7.7497 eV. Its molecular weight is 414.5 g/mol. The energy is -1662.6556 Ha. Its spin multiplicity is 1. As for the energy above the lowest of the compared OMol25 structures with the same formula, charge and spin: 27.0 kJ/mol. As for the charge: 0. The HOMO-LUMO gap comes out at 0.3030 Eh.

Each line ends with the Löwdin charge.
Positions of all 55 atoms, in Å:
C (-6.83482, 0.03185, -2.05787)  -0.10
C (-7.92638, 0.77523, -1.29650)  -0.26
C (-7.44280, 2.07063, -0.63943)  -0.21
H (-6.75316, 2.58042, -1.31475)  0.11
H (-8.30328, 2.72732, -0.48742)  0.11
C (-6.76927, 1.86982, 0.72562)  -0.16
C (-5.45684, 1.14607, 0.64658)  -0.26
C (-5.31103, -0.13875, 1.15383)  -0.04
C (-4.10650, -0.81111, 1.06119)  -0.03
C (-3.00950, -0.20898, 0.45172)  -0.17
C (-3.14354, 1.09316, -0.02843)  -0.02
C (-4.34854, 1.75672, 0.06816)  -0.03
H (-4.43504, 2.76592, -0.30920)  0.12
H (-2.28598, 1.57133, -0.47600)  0.11
C (-1.71994, -0.88436, 0.32416)  -0.30
C (-1.49756, -2.21560, 0.08972)  -0.50
S (0.21433, -2.53730, 0.00406)  1.15
C (0.47394, -0.83560, 0.28158)  -0.56
N (-0.58629, -0.12374, 0.41566)  0.11
N (1.74409, -0.31994, 0.34706)  0.13
C (2.85257, -1.10073, 0.23645)  -0.44
O (2.79083, -2.29761, 0.05001)  0.01
C (4.15772, -0.33570, 0.35790)  -0.10
H (4.97097, -1.06001, 0.37142)  0.15
C (4.31463, 0.70480, -0.77384)  -0.09
C (5.50293, 0.54499, -1.69278)  -0.50
O (5.66521, 1.20922, -2.68057)  0.13
O (6.37152, -0.39318, -1.30777)  0.12
H (7.09696, -0.46492, -1.94884)  0.14
H (3.42942, 0.72979, -1.41713)  0.17
C (4.36503, 2.02833, 0.04729)  -0.24
H (4.03743, 2.90705, -0.50249)  0.17
O (3.49683, 1.75011, 1.12579)  -0.06
C (4.16925, 0.59230, 1.59645)  -0.25
H (3.66904, 0.18885, 2.47450)  0.17
C (5.61089, 1.07860, 1.82722)  -0.08
H (6.33081, 0.27168, 1.71755)  0.12
H (5.71343, 1.51116, 2.82069)  0.12
C (5.73721, 2.14998, 0.72855)  -0.08
H (6.56093, 1.97284, 0.04264)  0.11
H (5.84854, 3.14547, 1.15559)  0.12
H (1.83884, 0.66678, 0.57313)  0.15
C (-2.47286, -3.31523, -0.13531)  -0.11
H (-2.69217, -3.83964, 0.79604)  0.08
H (-3.40298, -2.92054, -0.53979)  0.08
H (-2.05925, -4.03949, -0.83422)  0.07
H (-4.01267, -1.79621, 1.49068)  0.11
H (-6.15317, -0.62205, 1.62964)  0.11
H (-7.45172, 1.32333, 1.38017)  0.11
H (-6.60012, 2.85634, 1.16705)  0.12
H (-8.35030, 0.11871, -0.53343)  0.10
H (-8.72826, 1.02054, -1.99787)  0.10
H (-6.41162, 0.66948, -2.83140)  0.08
H (-7.24794, -0.85474, -2.53483)  0.07
H (-6.03278, -0.27689, -1.39400)  0.05

=====

2.
An isolated ion of composition C23H28NO and charge +1 at a distorted geometry, computed with ωB97M-V/def2-TZVPD.

For the HOMO energy, the calculation gives -11.4903 eV. Its molecular weight is 334.5 g/mol. The energy is -1022.9592 Ha. Its spin multiplicity is 1. As for the energy above the lowest of the compared OMol25 structures with the same formula, charge and spin: 30.3 kJ/mol. As for the charge: +1. The HOMO-LUMO gap comes out at 0.2833 Eh.

Each line ends with the Löwdin charge.
Positions of all 53 atoms, in Å:
C (-1.60707, -1.80496, 1.15481)  -0.15
C (-1.53593, -0.30846, 1.40712)  -0.11
C (-0.08070, 0.17084, 1.08075)  -0.18
C (0.72995, -1.14111, 1.09127)  -0.10
N (2.01870, -1.28949, 1.36293)  0.03
C (2.85134, -0.13083, 1.77546)  -0.07
C (4.33870, -0.45477, 1.73689)  -0.16
O (4.64943, -1.71299, 2.34273)  -0.11
C (4.02855, -2.79225, 1.64574)  -0.17
C (2.51227, -2.68873, 1.62068)  -0.08
C (-0.16810, -2.32711, 1.23660)  -0.11
H (-2.24095, -2.26547, 1.91439)  0.12
H (-2.03260, -2.01470, 0.16825)  0.12
H (-2.30003, 0.23170, 0.84832)  0.10
H (-1.69690, -0.07323, 2.46904)  0.13
H (0.26822, 0.72801, 1.97927)  0.16
H (2.63393, 0.71388, 1.10814)  0.13
H (2.56687, 0.15331, 2.80304)  0.15
H (4.68276, -0.41554, 0.68321)  0.14
H (4.86853, 0.27994, 2.35928)  0.14
H (4.39928, -2.87150, 0.60532)  0.14
H (4.31214, -3.67797, 2.23150)  0.14
H (2.12719, -3.03128, 2.59714)  0.14
H (2.13252, -3.36581, 0.84190)  0.14
H (-0.00747, -2.76436, 2.23935)  0.14
H (0.03226, -3.10775, 0.48839)  0.14
C (-2.04146, -1.47636, -5.00907)  -0.05
C (-1.62338, -0.80802, -3.73948)  -0.28
C (-0.77412, -1.47622, -2.86070)  -0.03
C (-0.27836, -0.83420, -1.73031)  -0.04
C (-0.68350, 0.46196, -1.38676)  -0.16
C (-0.11919, 1.10430, -0.10366)  -0.18
C (-0.89693, 2.38378, 0.32264)  -0.19
C (-0.21534, 3.42642, 0.97002)  -0.03
C (-0.86674, 4.64917, 1.20487)  -0.07
C (-2.20612, 4.81972, 0.83784)  -0.08
C (-2.93030, 3.73582, 0.33681)  -0.06
C (-2.27964, 2.50701, 0.13768)  -0.08
C (-1.50122, 1.14777, -2.30274)  -0.01
C (-1.99296, 0.50424, -3.44474)  -0.01
H (-2.97213, -1.03960, -5.37960)  0.08
H (-1.28151, -1.36651, -5.79722)  0.10
H (-2.19898, -2.54982, -4.85332)  0.08
H (-0.49559, -2.51336, -3.05075)  0.12
H (0.47307, -1.34980, -1.11910)  0.11
H (0.91764, 1.41635, -0.34193)  0.15
H (0.82483, 3.26986, 1.27697)  0.11
H (-0.31507, 5.45943, 1.68314)  0.11
H (-2.68583, 5.79755, 0.94583)  0.11
H (-3.99430, 3.82940, 0.10967)  0.11
H (-2.89101, 1.66464, -0.20849)  0.11
H (-1.78295, 2.19070, -2.15950)  0.11
H (-2.67177, 1.00641, -4.12962)  0.12

=====

3.
A 2-piece molecular cluster, C6H7ClNO2P overall at a distorted geometry, computed with ωB97M-V/def2-TZVPD.

For the HOMO energy (spin up / spin down), the calculation gives -7.9339 / -8.8334 eV. Its molecular weight is 191.6 g/mol. The energy is -1239.5228 Ha. Its spin multiplicity is 1. As for the energy above the lowest of the compared OMol25 structures with the same formula, charge and spin: 213.6 kJ/mol. As for the charge: 0. The HOMO-LUMO gap (spin up / spin down) comes out at 0.2753 / 0.3009 Eh.

Each line ends with the Löwdin charge.
Positions of all 18 atoms, in Å:
C (-0.68881, 0.30806, -2.78180)  -0.03
C (-0.74721, -0.96578, -2.16766)  -0.09
C (-0.50121, 1.44748, -1.95593)  -0.04
C (-0.69303, -1.06901, -0.84883)  -0.08
C (-0.32273, 1.35664, -0.58536)  -0.08
C (-0.49506, 0.09946, -0.03355)  -0.32
N (2.52054, -0.39325, 2.75549)  -0.09
O (-0.36240, -1.48522, 2.16527)  -0.39
O (1.77607, 0.64123, 2.40788)  -0.27
P (-0.39208, -0.08874, 1.76942)  0.40
Cl (-1.76812, 0.94119, 2.75352)  0.38
H (-0.97790, 0.35810, -3.76102)  0.07
H (-1.05040, -1.73355, -2.94150)  0.13
H (-0.49570, 2.37065, -2.38379)  0.07
H (-0.54847, -1.91682, -0.21851)  0.09
H (-0.18944, 2.11234, 0.08008)  0.07
H (2.67108, -1.14368, 2.11070)  0.08
H (2.26487, -0.83911, 3.63558)  0.09

=====

4.
C3H7I3Si as an isolated structure at a distorted geometry, computed with ωB97M-V/def2-TZVPD.

For the HOMO energy (spin up / spin down), the calculation gives -7.9734 / -9.3684 eV. Its molecular weight is 451.9 g/mol. The energy is -1300.9858 Ha. Its expectation value of S² is 2.01. Its spin multiplicity is 3. As for the charge: 0. The HOMO-LUMO gap (spin up / spin down) comes out at 0.2921 / 0.2187 Eh.

Each line ends with the Löwdin charge.
Positions of all 14 atoms, in Å:
C (-0.78327, -1.19371, -1.22417)  -0.27
C (0.87249, 1.55328, -0.49668)  -0.24
C (-0.38060, -0.32768, 1.61895)  -1.53
Si (-0.52057, 0.35369, -0.17611)  0.35
I (2.79327, -1.60731, 1.11784)  0.21
I (0.12152, 1.03464, 3.17414)  0.66
I (-1.30173, -2.06545, 2.28221)  0.71
H (-1.87968, -1.46199, -1.15063)  0.04
H (-0.38348, -0.97728, -2.26511)  0.05
H (-0.17273, -2.04858, -0.91807)  0.00
H (0.44744, 2.45269, -1.07127)  0.07
H (1.33955, 1.81855, 0.32553)  -0.08
H (1.68383, 1.18075, -1.06471)  0.01
H (-1.83604, 1.28839, -0.15194)  0.02